Entry from the OMol25 dataset: the molecule C6H6O (wB97M-V/def2-TZVPD).

Values from the calculation:
HOMO level (eV): -8.498
Energy above the lowest of the compared OMol25 structures with the same formula, charge and spin (eV): 5.285
SMILES: C#CC(=C=C)CO
E_tot (Eh): -307.2692

Bonds (Å) are listed after each position.
Geometry (Å):
1 O 1.89652 -0.99943 -0.35182  C2 1.411, H8 0.966
2 C 1.37322 0.10050 0.35975  O1 1.411, C3 1.523, H9 1.095, H10 1.096
3 C -0.13520 0.24904 0.21374  C2 1.523, C4 1.319, C6 1.419
4 C -0.87084 -0.79099 -0.12926  C3 1.319, C5 1.296
5 C -1.27457 -1.65385 -1.00836  C4 1.296, H11 1.134, H12 1.105
6 C -0.75759 1.50431 0.43739  C3 1.419, C7 1.204
7 C -1.26646 2.56850 0.67942  C6 1.204, H13 1.063
8 H 1.57246 -1.80746 0.06685  O1 0.966
9 H 1.61429 0.04998 1.42676  C2 1.095
10 H 1.86613 0.98707 -0.05480  C2 1.096
11 H -0.49617 -1.08572 -1.60634  C5 1.134
12 H -1.80127 -2.62333 -0.94623  C5 1.105
13 H -1.72052 3.50139 0.91289  C7 1.063

Atom charges from the Mulliken analysis, given in e for atoms 1 to 8: atom 1 (O): -0.519, atom 2 (C): -0.477, atom 3 (C): 0.069, atom 4 (C): 0.002, atom 5 (C): -0.733, atom 6 (C): -0.627, atom 7 (C): 0.267, atom 8 (H): 0.341